Arrangement a

C2H2FIO | ωB97M-V/def2-TZVPD

- Gap between HOMO and LUMO: 9.44 eV
- HOMO: -9.3 eV
- Lowest unoccupied orbital energy: 0.189 eV
- Multiplicity: 1

Cartesian coordinates (Å):
O  1.4027  2.3017  0.1472
C  1.2797  1.1836  -0.0040
C  1.1894  -0.1194  -0.0840
F  0.1637  -0.7185  0.4975
H  1.7429  -0.6907  -0.6734
I  -3.5607  -0.5681  0.3042
H  -2.2177  -1.3887  -0.1875

---

Arrangement b

C2H2FIO | ωB97M-V/def2-TZVPD

- Gap between HOMO and LUMO (spin up / spin down): 6.62 / 6.62 eV
- HOMO (spin up / spin down): -9.7 / -9.7 eV
- Lowest unoccupied orbital energy (spin up / spin down): -3.100 / -3.098 eV
- Multiplicity: 1

Cartesian coordinates (Å):
C  -1.1097  -0.1682  -0.1269
C  -0.3140  0.7975  0.5104
O  -2.2296  -0.0535  -0.5238
F  -0.8462  1.8583  1.0618
I  -0.1177  -1.1368  2.7601
H  -0.5084  -1.0627  -0.3507
H  0.7453  0.5736  0.4394

---

It is arrangement a that is most stable; the runner-up trails by 0.347 eV.

---

Arrangement a

C4H6IN | ωB97M-V/def2-TZVPD

- Gap between HOMO and LUMO: 10.06 eV
- HOMO: -9.5 eV
- Lowest unoccupied orbital energy: 0.604 eV
- Multiplicity: 1

Cartesian coordinates (Å):
C  0.3394  -0.6666  0.1864
N  1.3645  -0.4223  0.8679
C  0.6155  -1.6828  1.1817
H  -0.2797  -0.2893  -0.5946
H  0.0574  -1.6958  2.1106
H  1.0809  -2.6211  0.8993
C  -1.5315  0.6062  -2.7554
C  -1.4469  1.6858  -2.2512
H  -1.5638  -0.3365  -3.2164
H  -1.3954  2.6406  -1.8138
I  1.2379  1.9078  3.2821
H  1.5217  0.8739  2.1035

---

Arrangement b

C4H6IN | ωB97M-V/def2-TZVPD

- Gap between HOMO and LUMO: 8.49 eV
- HOMO: -7.8 eV
- Lowest unoccupied orbital energy: 0.712 eV
- Multiplicity: 1

Cartesian coordinates (Å):
C  -0.7276  0.4948  1.6709
C  0.4355  -0.8908  -1.6448
C  0.3178  2.2719  0.3434
C  0.3106  -1.7607  -0.6479
N  -0.1410  1.4762  1.1039
I  -1.1449  0.0823  -2.5791
H  -1.5659  0.7482  2.3907
H  -0.3087  -0.4401  1.7191
H  1.2646  -0.6953  -2.3892
H  -0.6149  -1.9499  -0.2276
H  1.1029  -2.4230  -0.2210
H  1.0715  3.0865  0.4816

---

Arrangement c

C4H6IN | ωB97M-V/def2-TZVPD

- Gap between HOMO and LUMO (spin up / spin down): 7.62 / 7.62 eV
- HOMO (spin up / spin down): -8.5 / -8.5 eV
- Lowest unoccupied orbital energy (spin up / spin down): -0.861 / -0.863 eV
- Multiplicity: 1

Cartesian coordinates (Å):
C  0.4902  1.0746  0.5144
C  -0.6635  -1.3914  0.2206
C  0.9465  0.0158  -0.4386
C  -0.3395  0.6706  -0.7183
N  -1.1987  -0.4773  -0.6585
I  -3.4723  -0.1588  -0.2220
H  0.2239  0.6435  1.4587
H  0.8049  2.1276  0.2244
H  -0.9361  -2.5479  -0.0459
H  -0.6978  -1.3073  1.3006
H  1.8408  -0.1492  -1.1220
H  -0.5866  1.4423  -1.4173

---

It is arrangement b that is most stable; the runner-up trails by 0.360 eV.